Below is 4 unconnected molecules or ions with the total composition C2H11NO4, with properties calculated with wB97M-V/def2-TZVPD.

Last column: natural (NBO) charge in e.
Cartesian coordinates (Å):
N  1.025430  0.477132  0.686551  -0.861
C  1.462267  0.276945  -0.758507  -0.322
C  3.003871  -0.331960  -0.592246  0.429
O  3.751767  0.561578  -0.357749  -0.519
H  1.931488  0.896134  1.213942  0.394
H  0.562214  -0.361573  0.883248  0.377
H  1.616731  1.238416  -1.233929  0.195
H  0.835905  -0.312433  -1.384349  0.184
H  3.137720  -1.366921  -0.834625  0.121
O  -2.930668  0.375844  0.591624  -0.945
H  -3.192306  0.691139  1.424456  0.473
H  -2.998404  -0.641922  0.647090  0.473
O  -0.916257  -2.580660  1.385307  -0.936
H  -1.651970  -2.651685  0.851900  0.462
H  -0.188195  -3.068058  0.976681  0.475
O  -1.980470  2.568318  -1.443405  -0.951
H  -1.082896  2.074006  -1.425862  0.465
H  -2.386226  2.155701  -0.630126  0.484

Cartesian forces (eV/Å) of the 6 atoms listed first:
N 2.8 2.8 -2.1
C 2.8 -0.3 2.2
C -4.5 3.1 -1.8
O 2.1 -0.6 0.7
H -3.2 -2.1 -1.1
H -0.2 -1.3 1.9

## Properties
Structure (SMILES): NCC=O.O.O.O
Kohn-Sham gap (Ha): 0.3265
HOMO level (eV): -8.819
Relative energy (zero: lowest compared OMol25 entry of this formula, charge and spin) (kJ/mol): 346.3
E_tot (hartree): -438.42561